Entry 1:
ORCA calculation (ωB97M-V/def2-TZVPD) on a 2-piece molecular cluster, C2H10NO overall.

```
14
Properties=species:S:1:pos:R:3:forces:R:3
H -0.363 1.539 2.006 0.5087 -0.4331 0.5368
N -0.227 0.976 1.172 0.5469 0.6316 -2.1446
H 0.671 -1.106 -2.375 0.1146 0.7786 -0.0332
H -1.819 -0.186 1.767 -0.3517 1.0298 -0.2487
H 2.252 -0.768 -1.802 0.0206 0.3729 0.6402
H 0.547 0.279 1.108 -0.3812 0.1065 0.6507
H -1.480 -0.609 0.248 1.1910 0.5256 -0.7433
C -1.500 0.311 0.825 -1.9085 -1.6938 1.1552
H -2.269 0.949 0.376 0.4584 0.2223 0.5514
H 0.063 1.673 0.459 -0.3930 -0.4094 0.1926
H 1.242 -1.887 -0.181 -0.0070 -0.2665 0.1438
C 1.202 -0.545 -1.581 -0.4438 -2.2438 -1.4684
H 0.984 0.495 -1.655 -0.1148 0.7413 0.1351
O 0.697 -1.120 -0.368 0.7597 0.6378 0.6323
```
Forces are in eV/Å.

## Properties
net charge: +1
energy relative to the best compared isomer or geometry (same formula, charge and spin): 1.352 eV

The net atomic charges from Löwdin, expressed in e, are: H 0.169; N 0.136; H 0.099; H 0.117; H 0.096; H 0.154; H 0.088; C -0.046; H 0.113; H 0.172; H 0.101; C -0.104; H 0.066; O -0.159

***

Entry 2:
ORCA calculation (ωB97M-V/def2-TZVPD) on C25H28F12GaN4O8P2S as an isolated structure.

```
81
Properties=species:S:1:pos:R:3:forces:R:3
N 1.375 0.767 -0.511 -0.0277 0.1383 -0.0964
O 1.179 -1.879 3.364 -0.1732 -0.0317 -0.0737
H 6.084 -0.948 -4.210 0.0058 -0.0048 -0.0033
H -1.068 1.406 2.337 0.0672 0.0528 -0.0149
C 0.471 3.324 1.982 0.0614 0.0223 0.0309
F 0.967 2.935 -2.195 0.0285 -0.0528 0.0045
C -3.117 -0.077 -3.047 -0.0012 0.0078 0.0328
F 1.503 -0.114 -4.867 0.0066 0.0443 -0.0192
H 2.185 3.724 4.899 0.0066 -0.0008 0.0013
H 6.911 -1.042 -2.656 0.0054 -0.0061 -0.0016
H -1.593 -1.836 5.041 -0.0161 0.0475 -0.0130
F -2.749 3.788 -0.707 -0.0198 -0.0015 -0.0198
H -3.599 0.897 -3.093 0.0465 0.0138 0.0119
C 2.349 -0.676 -2.239 -0.0366 -0.0054 0.0361
H -2.051 0.062 -2.878 -0.0930 -0.0359 -0.0924
C 1.431 1.561 0.625 -0.0421 0.0209 -0.0305
H -3.352 -3.040 0.248 0.0148 -0.0672 -0.0485
C 5.997 -1.317 -3.184 -0.0211 0.0122 0.0080
O -2.095 -0.245 0.674 0.0738 -0.1747 -0.2730
O 0.252 -3.503 1.621 0.0494 -0.0031 0.0966
C 2.302 1.298 1.690 0.0345 -0.0094 0.0290
O -3.762 -0.511 2.636 0.0374 0.0412 0.0042
H -4.654 -0.515 -1.672 0.0023 -0.0126 -0.0139
C -1.410 -1.753 2.931 -0.0700 0.0685 -0.1613
P 0.274 -1.994 2.166 0.0926 -0.0200 0.2090
F -0.217 -1.409 -4.851 0.0266 -0.0126 0.0042
C -3.182 -1.809 -1.279 -0.0483 0.1059 -0.1109
H 3.423 -1.949 -3.573 -0.0097 0.0012 0.0296
H -0.014 -1.492 4.371 -0.0991 0.0390 0.0400
C 0.971 -1.130 -2.782 0.0727 0.0458 -0.0420
C 1.289 3.872 4.294 -0.0150 -0.0117 -0.0180
C 0.497 -2.498 -2.130 -0.1472 -0.0893 -0.0678
C 4.786 -0.746 -2.493 0.0122 0.0065 -0.0034
F -0.765 4.197 -2.330 -0.0277 0.0038 -0.0280
F -1.429 5.003 0.480 -0.0226 0.0377 -0.0086
H 0.503 -3.507 0.685 -0.0340 -0.0029 -0.0859
C 0.469 2.589 0.795 -0.0241 0.0034 -0.0379
C 1.011 -1.246 -4.340 -0.0293 0.0370 0.0570
H 3.878 1.574 -0.214 -0.0003 0.0159 0.0057
P -2.374 -0.348 2.143 -0.0094 0.0091 0.1386
O -1.184 1.744 -0.822 -0.0906 0.0210 -0.1105
O -0.004 -0.178 -2.577 -0.0108 -0.1026 0.0779
Ga -0.406 0.047 -0.732 0.1581 0.1811 0.4853
C 1.357 3.070 3.021 -0.0336 0.0115 -0.0080
N -1.077 -1.307 4.344 0.1232 -0.0914 -0.0041
H -5.054 -0.903 0.519 0.0060 0.0110 0.0135
F -1.725 -2.549 -2.972 -0.0296 0.0999 0.0264
F 1.758 -2.254 -4.839 0.0113 -0.0396 -0.0432
H 2.982 0.462 1.597 -0.0017 -0.0069 -0.0035
C -1.758 3.726 0.184 0.0417 -0.0312 0.0386
H 2.951 1.783 3.661 0.0000 -0.0050 0.0034
C -0.563 2.859 -0.328 0.0212 0.0312 -0.0186
N -3.735 -0.826 -1.953 -0.0372 -0.0845 0.0530
F -2.285 3.186 1.299 -0.0146 0.0306 -0.0168
C -2.233 -3.031 3.008 -0.0016 -0.0171 0.0078
H -3.238 -2.810 3.372 -0.0034 0.0052 0.0173
C 4.884 0.271 -1.557 -0.0069 -0.0052 -0.0021
C -5.153 -1.936 0.178 0.0297 0.0424 -0.0259
C 0.133 3.672 -1.474 -0.0404 -0.0156 0.0786
H 0.427 3.580 4.899 0.0011 0.0050 0.0140
F 0.841 4.710 -0.976 0.0197 0.0178 0.0122
C 2.466 0.290 -1.194 -0.0223 -0.0350 -0.0028
H -3.248 -0.604 -3.991 -0.0058 -0.0057 -0.0036
S -1.239 -2.310 -1.361 -0.0389 -0.0805 -0.0446
H -1.258 -0.304 4.438 0.0460 0.0147 -0.0065
H 5.952 -2.407 -3.233 0.0020 -0.0031 0.0034
C 3.507 -1.181 -2.816 0.0391 -0.0534 0.0213
H -0.227 4.136 2.116 -0.0047 -0.0122 0.0001
H -5.430 -2.531 1.043 -0.0285 -0.0352 -0.0064
N -3.888 -2.428 -0.344 0.0709 0.0564 0.1165
C 2.269 2.034 2.856 0.0156 -0.0034 -0.0079
H -5.935 -2.021 -0.580 -0.0151 -0.0191 0.0181
F 1.270 -2.788 -1.022 0.0259 -0.0109 0.0170
O 0.407 -1.063 1.014 0.0941 0.0016 -0.1592
F 0.643 -3.572 -2.944 0.0426 -0.0086 0.0015
H -2.300 -3.492 2.025 0.0065 0.0174 -0.0136
C 3.761 0.776 -0.932 0.0002 -0.0137 -0.0134
H 5.858 0.679 -1.304 0.0002 0.0121 0.0030
H -1.745 -3.770 3.650 0.0187 -0.0104 -0.0167
H 1.194 4.939 4.087 0.0052 0.0040 -0.0011
O -1.654 0.889 2.913 -0.0701 -0.1050 0.0243
```
Forces are in eV/Å.

## Properties
net charge: -1

The net atomic charges from Löwdin, expressed in e, are: N 0.036; O -0.301; H 0.073; H 0.055; C -0.007; F 0.189; C -0.035; F 0.159; H 0.068; H 0.065; H 0.149; F 0.159; H 0.096; C -0.046; H 0.054; C -0.218; H 0.096; C -0.069; O -0.291; O -0.132; C -0.019; O -0.299; H 0.126; C -0.458; P 0.375; F 0.147; C -0.410; H 0.118; H 0.101; C -0.337; C -0.058; C -0.555; C -0.288; F 0.149; F 0.133; H 0.047; C -0.057; C -0.545; H 0.102; P 0.357; O -0.061; O -0.153; Ga 0.315; C -0.278; N 0.143; H 0.077; F -0.361; F 0.117; H 0.123; C -0.542; H 0.109; C -0.295; N 0.019; F 0.146; C -0.089; H 0.075; C -0.059; C -0.074; C -0.533; H 0.075; F 0.139; C -0.173; H 0.090; S 1.067; H 0.125; H 0.071; C 0.004; H 0.116; H 0.087; N -0.021; C -0.036; H 0.084; F 0.013; O -0.278; F 0.065; H 0.065; C -0.020; H 0.103; H 0.089; H 0.075; O -0.146

***

Entry 3:
ORCA calculation (ωB97M-V/def2-TZVPD) on a 13-piece molecular cluster, C20H66N30O13P overall.

```
130
Properties=species:S:1:pos:R:3:forces:R:3
O 1.163 5.774 5.525 -0.0119 -0.1470 0.0396
H -0.970 5.052 7.769 0.0642 -0.0632 -0.0698
C 1.993 2.470 -0.143 -3.4979 -0.5283 6.0198
N 5.449 4.827 1.770 0.9707 0.4794 1.8439
N 1.546 -0.610 6.972 0.0363 0.6265 -0.2229
C 5.250 6.146 2.448 -1.3460 1.2843 0.0230
N -0.083 1.541 11.338 -0.5034 0.5154 0.3003
H -1.094 1.346 0.263 0.3063 -0.6544 -0.3075
C 4.694 -8.227 -9.231 -0.1052 0.1394 -0.2843
H -0.882 -4.874 -10.151 0.0709 0.0951 0.0185
N 4.097 -8.298 -8.014 -0.5228 0.1028 0.4873
H 0.851 -1.024 6.377 0.0002 0.0058 0.1436
N -3.775 -0.810 -4.283 -0.2849 0.7674 0.0939
H 4.287 1.704 7.345 0.1108 -0.1578 0.0961
H -11.182 -4.263 -10.268 0.0504 -0.0448 0.0755
H -10.008 -5.324 -9.558 -0.1279 0.1313 -0.0005
H 6.901 3.197 0.761 0.2808 0.1111 0.5809
H 5.770 4.986 0.795 0.0735 -0.3550 1.2293
H 6.351 -9.265 -8.508 -0.0314 0.0387 -0.0906
H -0.700 2.335 11.380 0.0854 -0.1696 0.0625
H -2.582 3.287 2.093 -0.3527 -0.1427 0.0211
H -2.790 -3.805 -4.771 -0.0089 0.1560 0.0512
N 2.673 3.216 0.921 -2.4599 -1.7580 0.1663
O -0.730 -0.794 -10.017 -0.1082 -0.0730 0.1242
H -0.688 -1.455 -6.911 0.0416 -0.0436 -0.0884
O -4.698 -2.430 -5.571 -0.0878 0.0528 0.0271
O 5.439 1.502 5.159 -0.1182 0.1303 -0.2761
C 0.960 -4.537 -9.235 0.1252 0.1463 0.0470
N -0.599 5.295 6.868 -0.3920 0.0840 -0.4004
H 0.643 -1.122 -7.974 -0.1238 -0.2535 0.0002
H -0.158 -4.641 -1.914 0.0420 0.0315 0.1750
H 1.163 5.064 8.624 0.0177 -0.1259 -0.0798
C -3.358 4.625 3.403 -0.2444 0.1513 -0.1491
O -0.195 -2.167 -2.128 -0.2080 0.0951 -0.1394
C 0.794 1.924 0.657 2.9909 0.8090 -4.0150
O 3.171 -0.809 8.539 0.0724 -0.3972 -0.1918
H 2.300 2.362 -1.229 -0.4045 0.2605 1.8696
O 1.613 -3.817 -8.492 -0.0210 -0.0544 0.0660
H -0.762 -3.472 -9.135 0.0948 -0.1557 -0.1868
N -0.347 -1.231 -7.829 0.5338 0.1215 0.3895
H 6.223 6.662 2.769 -1.2895 -0.9757 -0.2534
H 3.188 -7.876 -7.921 0.1543 -0.0808 0.0258
H 2.434 -5.876 -9.617 -0.0694 -0.0787 -0.2803
H 3.917 7.186 3.897 0.4977 -1.7855 -0.2052
C 0.721 5.478 6.632 -0.3435 -0.0417 0.5046
H -12.202 -2.657 -8.973 0.0403 -0.0227 0.0879
H -11.792 -2.516 -7.293 -0.0114 -0.0704 -0.1558
H 0.133 1.140 4.348 0.7269 0.5993 -0.7758
H -0.079 1.427 -1.074 -0.1855 -0.5881 0.9500
H -7.470 -3.267 -5.379 -0.0323 0.0491 0.0258
C -1.155 -1.065 -8.905 0.2522 0.4102 -0.3599
N -4.248 5.643 3.456 -0.1452 0.3454 0.4153
N 0.834 2.345 2.044 3.1570 0.8387 -2.3494
O -10.135 -4.365 -7.272 0.0514 0.0767 0.0027
H 2.505 5.432 7.588 -0.1737 0.0177 0.0877
H 3.634 3.346 3.782 -1.5121 0.5569 -0.3904
H -9.207 -3.304 -5.434 0.1694 -0.1647 -0.0929
H 1.679 0.389 6.955 -0.1335 -0.1008 0.0625
C 2.642 3.848 3.511 -1.1996 0.2566 -1.1379
C 6.382 3.942 2.487 1.8930 -2.6845 -2.3468
C -3.818 -2.061 -4.807 -0.0302 -0.2572 -0.0707
C -0.108 -2.796 -1.081 -0.0014 -0.0541 -0.0007
H -3.119 -1.115 -9.408 0.0930 -0.0174 0.1543
H 6.521 -0.949 6.871 -0.0152 0.0774 -0.0486
O -2.719 4.252 4.382 0.3870 -0.0287 0.1006
H -2.836 -1.451 -7.729 -0.0628 -0.0108 -0.0797
H 5.014 0.309 8.073 -0.2351 -0.0026 -0.0810
N -0.019 -2.194 0.130 0.0764 0.5739 0.3702
C -8.474 -2.636 -3.666 -0.4669 -0.1259 -0.3044
H 6.918 -0.494 5.244 -0.0520 0.0036 0.1623
H 6.397 -8.786 -10.175 -0.0715 -0.0107 0.1625
N -0.094 -4.151 -1.038 -0.0377 -0.5177 -0.3544
H -6.397 -2.549 -3.480 -0.0973 0.0007 -0.0842
N -11.670 -2.971 -8.183 -0.3266 0.5082 0.3092
C 0.592 1.337 10.179 0.1602 -0.3695 0.1932
N -10.659 -4.562 -9.466 0.2734 -0.4618 -0.4619
H 0.053 -2.700 0.994 -0.0294 0.0019 -0.1095
O 0.475 2.074 9.204 0.0033 0.1838 -0.1822
H -4.376 6.099 4.344 -0.0420 -0.0497 -0.1679
N 1.514 5.307 7.715 0.6384 0.0656 0.0639
H 0.943 -6.246 -10.427 0.1191 0.0516 0.0080
N 6.402 -0.326 6.092 0.3858 -0.3352 -0.4488
H 5.595 3.786 4.356 1.0422 0.2762 -0.1601
N 1.472 -5.649 -9.816 0.4909 -0.4152 0.1131
C 2.053 3.148 2.197 0.7537 -0.4172 -2.2502
N -2.477 -1.227 -8.641 -0.7819 -0.1576 -0.0970
N -7.290 -2.394 -3.045 0.6872 0.3084 0.7368
N -8.355 -3.107 -4.930 -0.2808 -0.0860 -0.3896
H 1.925 5.970 3.731 1.5042 -1.1548 -1.0664
O -1.619 1.244 2.709 3.5035 1.7165 0.3703
H -4.777 5.956 2.662 0.0204 -0.0268 0.0834
H -0.025 -1.185 0.146 -0.0295 -0.0812 0.0125
H 4.516 -8.745 -7.219 -0.0514 0.0532 -0.0699
H 6.971 2.949 4.120 -0.2570 0.9883 -0.3035
H 1.859 3.778 4.359 1.3797 -0.1609 -1.2590
H -3.751 4.351 1.376 0.0070 -0.0259 0.0915
H -0.023 -4.675 -0.185 -0.0150 0.0292 -0.0945
P -0.362 1.961 3.282 -4.8150 -1.2869 -0.1569
H 4.597 5.602 4.587 -0.7512 0.6089 -1.2682
N -2.803 -2.866 -4.410 0.4165 -0.5025 0.0050
N 6.545 3.883 3.941 -1.6916 -0.3326 -2.0630
H 1.409 -3.094 7.205 0.0529 0.0211 0.0719
H 2.656 -3.235 8.404 -0.1232 0.0431 -0.1079
C 4.158 6.083 3.651 0.1321 0.7414 -0.8816
H 1.930 0.063 9.335 0.0678 0.1902 0.8746
H 3.522 3.696 0.589 -0.2170 0.1226 1.6489
N 2.098 -2.661 7.793 0.2520 -0.4307 0.2713
C -10.778 -3.991 -8.241 0.1038 -0.0354 0.2401
N -3.232 4.052 2.181 0.4787 -0.3253 -0.3615
N 4.912 0.918 7.282 0.0126 0.5172 -0.0430
H -4.508 -0.173 -4.548 0.1109 -0.1023 0.0473
O -9.554 -2.444 -3.127 0.1123 0.0821 0.0996
H 1.508 -0.355 10.974 0.0123 0.0812 -0.0489
C 2.775 5.423 3.170 -0.0693 0.6318 0.4812
H -0.863 3.187 3.884 1.0913 -0.3744 -0.4220
H 2.601 5.606 2.053 0.5143 -0.2670 1.5058
H -7.326 -2.043 -2.103 -0.0213 -0.0970 -0.1808
N -0.338 -4.289 -9.544 -0.6280 0.2958 0.1999
N -0.159 1.089 -0.093 0.4285 2.3360 1.8089
H -1.230 5.411 6.089 -0.0413 -0.1309 0.0960
N 5.915 -8.813 -9.291 0.5810 -0.2025 -0.3058
C 5.575 0.746 6.116 -0.0979 0.0459 0.4453
H 0.006 0.944 12.140 -0.0068 0.0588 -0.0741
H -2.074 -2.570 -3.781 0.0604 -0.0400 0.0269
C 2.326 -1.327 7.814 0.0658 -0.5478 -0.5741
N 7.113 3.086 1.766 -1.9971 2.0527 1.6528
H 4.778 6.847 1.656 0.7418 -1.1225 1.1973
H -3.056 -0.500 -3.655 -0.0332 -0.0866 -0.0539
O 4.175 -7.680 -10.192 -0.0674 0.0464 0.1316
N 1.405 0.254 10.184 -0.1708 0.1691 -0.3737
```
Forces are in eV/Å.

## Properties
net charge: +1

Atomic partial charges in e from the Löwdin method, atoms 1 to 99: O -0.018; H 0.105; C 0.057; N -0.029; N 0.180; C -0.212; N 0.150; H 0.081; C -0.696; H 0.097; N 0.150; H 0.100; N 0.155; H 0.107; H 0.095; H 0.108; H 0.021; H 0.120; H 0.095; H 0.105; H 0.053; H 0.111; N 0.092; O 0.026; H 0.090; O 0.008; O -0.014; C -0.695; N 0.176; H 0.108; H 0.110; H 0.098; C -0.675; O -0.001; C -0.214; O -0.023; H 0.140; O 0.005; H 0.070; N 0.157; H 0.128; H 0.102; H 0.079; H 0.125; C -0.667; H 0.096; H 0.110; H 0.026; H 0.111; H 0.089; C -0.732; N 0.165; N -0.095; O 0.018; H 0.108; H 0.110; H 0.072; H 0.103; C -0.072; C -0.450; C -0.718; C -0.694; H 0.109; H 0.102; O -0.017; H 0.081; H 0.084; N 0.154; C -0.705; H 0.112; H 0.109; N 0.157; H 0.069; N 0.152; C -0.693; N 0.150; H 0.096; O -0.016; H 0.114; N 0.170; H 0.097; N 0.164; H 0.038; N 0.158; C -0.121; N 0.157; N 0.145; N 0.167; H 0.089; O -0.448; H 0.104; H 0.057; H 0.094; H 0.079; H 0.104; H 0.104; H 0.099; P 0.822; H 0.102

***

E_HOMO in eV, matching the order above: -14.899 -4.084 -10.117
Calculated total energy in eV, matching the order above: -5766.330 -163129.327 -102424.677